C17H26N4O3 | ωB97M-V with the def2-TZVPD basis set

```
! wB97M-V def2-TZVPD RIJCOSX def2/J DEFGRID3
* xyz 0 1
C 5.091 -2.694 0.322
C 3.738 -3.344 0.081
C 3.518 -4.618 0.533
C 2.263 -5.296 0.226
C 1.953 -6.599 0.895
N 1.330 -4.734 -0.513
C 1.574 -3.538 -1.127
O 0.796 -3.114 -1.963
C 2.615 -2.608 -0.577
C 1.847 -1.641 0.312
O 2.114 -1.585 1.532
N 0.814 -0.878 -0.193
C -0.064 -0.040 0.641
C -1.463 0.085 0.044
C -1.514 0.888 -1.270
C -0.848 2.284 -1.060
N -1.648 3.087 -0.137
C -2.747 3.847 -0.447
O -3.137 3.924 -1.592
C -3.571 4.393 0.780
C -4.942 4.921 0.372
N -4.813 6.123 -0.463
C 0.565 2.145 -0.503
C 0.605 1.321 0.843
H 5.440 -2.399 -0.686
H 5.804 -3.405 0.741
H 4.953 -1.862 1.000
H 4.239 -5.155 1.085
H 2.070 -6.533 1.977
H 0.950 -6.878 0.660
H 2.685 -7.354 0.555
H 3.029 -2.095 -1.457
H 0.477 -1.191 -1.094
H -0.148 -0.496 1.628
H -2.140 0.493 0.793
H -1.861 -0.937 -0.180
H -0.989 0.374 -2.073
H -2.556 1.010 -1.557
H -0.821 2.812 -2.011
H -1.404 3.060 0.856
H -3.040 5.148 1.323
H -3.681 3.545 1.479
H -5.563 5.138 1.267
H -5.492 4.147 -0.208
H -4.223 5.941 -1.268
H -5.745 6.445 -0.774
H 1.217 1.665 -1.288
H 0.953 3.135 -0.298
H 1.672 1.199 1.153
H 0.098 1.862 1.641
*
```

As for the SMILES: CC1=CC(C)=NC(=O)[C@H]1C(=O)N[C@H]1CC[C@H](NC(=O)CCN)CC1. The calculation puts the max |F| at 3.812 eV/A. The calculation puts the orbital gap at 8.3 eV. The LUMO energy comes out at -0.02114 Ha. As for the total energy: -1108.1627 Eh.


C4H11NO | ωB97M-V with the def2-TZVPD basis set

```
! wB97M-V def2-TZVPD RIJCOSX def2/J DEFGRID3
* xyz 0 1
C -2.130 0.437 -0.507
N -1.410 0.100 0.703
C -0.333 -0.848 0.540
C 0.880 -0.397 -0.301
C 1.613 0.782 0.337
O 1.719 -1.531 -0.404
H -1.539 0.985 -1.254
H -2.489 -0.485 -0.963
H -2.991 1.048 -0.237
H -1.071 0.943 1.155
H -0.740 -1.750 0.075
H 0.031 -1.120 1.534
H 0.538 -0.106 -1.308
H 2.483 1.058 -0.258
H 1.946 0.514 1.338
H 0.960 1.650 0.402
H 2.534 -1.277 -0.851
*
```

As for the SMILES: CNC[C@@H](C)O. The calculation puts the max |F| at 0.568 eV/A. The calculation puts the orbital gap at 9.6 eV. The LUMO energy comes out at 0.03406 Ha. As for the total energy: -288.9813 Eh.


C16H11Cl2N2O4 | ωB97M-V with the def2-TZVPD basis set

```
! wB97M-V def2-TZVPD RIJCOSX def2/J DEFGRID3
* xyz -1 1
C 1.101 -2.366 -2.442
C 0.129 -1.273 -1.974
C -0.599 -0.712 -3.212
C -0.880 -1.846 -0.975
C -1.723 -0.730 -0.352
O -2.944 -0.786 -0.460
C -0.983 0.435 0.304
C -0.642 0.610 1.872
C -1.717 -0.159 2.574
N -2.658 -0.773 2.905
C 0.683 -0.161 1.956
O 0.630 -1.377 1.854
C 1.913 0.606 2.243
Cl 3.339 -0.332 2.287
C 1.913 1.969 2.412
Cl 3.345 2.817 2.835
C 0.646 2.767 2.475
O 0.637 3.995 2.604
C -0.599 2.006 2.334
C -1.782 2.721 2.588
N -2.749 3.332 2.845
C 0.144 0.911 -0.597
O 0.414 2.143 -0.716
C 0.969 -0.148 -1.316
H 1.637 -2.823 -1.595
H 0.569 -3.164 -2.984
H 1.853 -1.942 -3.130
H -1.342 0.050 -2.926
H 0.141 -0.256 -3.892
H -1.110 -1.528 -3.751
H -1.525 -2.629 -1.433
H -0.322 -2.345 -0.170
H -1.735 1.243 0.453
H 1.626 -0.621 -0.565
H 1.620 0.366 -2.049
*
```

As for the SMILES: CC1(C)CC(=O)C([C@@]2(C#N)C(=O)C(Cl)=C(Cl)C([O-])=C2C#N)C(=O)C1. The calculation puts the max |F| at 4.056 eV/A. The calculation puts the orbital gap at 6.3 eV. The LUMO energy comes out at 0.06241 Ha. As for the total energy: -1947.1930 Eh.


CH3N3S | ωB97M-V with the def2-TZVPD basis set

```
! wB97M-V def2-TZVPD RIJCOSX def2/J DEFGRID3
* xyz 0 1
C 0.025 0.753 0.041
N -1.360 0.188 0.078
N -1.368 -1.050 -0.056
N -0.235 -1.691 0.022
S 1.236 -0.603 0.031
H 0.130 1.145 -0.943
H 0.296 1.531 0.733
H -0.156 -2.613 -0.458
*
```

As for the SMILES: C1N=NNS1. The calculation puts the max |F| at 2.349 eV/A. The calculation puts the orbital gap at 8.9 eV. The LUMO energy comes out at 0.01601 Ha. As for the total energy: -602.2705 Eh.


H12O6 | ωB97M-V with the def2-TZVPD basis set

```
! wB97M-V def2-TZVPD RIJCOSX def2/J DEFGRID3
* xyz 0 1
O -0.571 1.503 0.712
H 0.035 2.220 0.897
H -1.461 1.851 0.602
O 4.217 -2.728 -0.234
H 5.049 -2.837 0.234
H 3.859 -3.613 -0.394
O 2.664 0.582 -2.693
H 2.216 -0.262 -2.650
H 3.356 0.652 -2.024
O 1.467 -3.415 0.957
H 2.102 -2.824 0.525
H 0.592 -3.170 0.650
O -4.512 1.197 -0.275
H -5.034 1.192 -1.086
H -4.361 0.267 -0.062
O -3.173 2.878 1.587
H -3.609 3.732 1.509
H -3.569 2.313 0.907
*
```

As for the SMILES: O.O.O.O.O.O. The calculation puts the max |F| at 0.876 eV/A. The calculation puts the orbital gap at 11.3 eV. The LUMO energy comes out at 0.01520 Ha. As for the total energy: -458.6178 Eh.


H6O3 | ωB97M-V with the def2-TZVPD basis set

```
! wB97M-V def2-TZVPD RIJCOSX def2/J DEFGRID3
* xyz 0 1
O 0.527 0.265 -0.578
H 1.225 0.546 -1.170
H 0.310 1.049 -0.074
O -0.858 -1.171 -0.763
H -0.135 -0.555 -0.879
H -0.710 -1.842 -1.430
O 0.245 0.542 1.768
H -0.269 1.337 1.629
H -0.336 -0.170 1.496
*
```

The calculation puts the max |F| at 9.562 eV/A. The calculation puts the orbital gap at 10.3 eV. The LUMO energy comes out at 0.01686 Ha. As for the total energy: -229.2173 Eh.


C4H9N4O | ωB97M-V with the def2-TZVPD basis set

```
! wB97M-V def2-TZVPD RIJCOSX def2/J DEFGRID3
* xyz 1 1
C 0.372 1.857 0.399
C -2.394 -1.337 0.375
C 0.835 -1.343 -0.776
C -0.383 2.875 1.049
N 0.972 0.978 -0.080
N -1.314 -1.856 -0.022
N -0.087 -1.632 0.055
N 2.162 -1.078 -0.312
O 0.773 -1.196 -2.216
H -3.338 -1.961 0.261
H -2.563 -0.216 0.596
H -0.453 2.776 2.161
H -1.401 2.663 0.562
H -0.234 3.961 0.835
H 2.077 -1.271 0.765
H 2.081 0.063 -0.304
H 2.845 -1.553 -0.814
H 0.050 -1.730 -2.533
*
```

The calculation puts the max |F| at 4.718 eV/A. The calculation puts the orbital gap at 9.6 eV. The LUMO energy comes out at -0.11149 Ha. As for the total energy: -451.7027 Eh.


C25H29CoN5O2S | ωB97M-V with the def2-TZVPD basis set

```
! wB97M-V def2-TZVPD RIJCOSX def2/J DEFGRID3
* xyz 0 2
Co -0.083 0.261 0.825
C 1.416 0.632 3.437
N 1.742 0.384 2.019
C 2.627 -0.803 2.011
C 2.644 -1.589 0.715
C 1.305 -2.264 0.434
N 0.374 -1.329 -0.185
C -0.169 -1.684 -1.286
C -1.028 -0.890 -2.126
C -1.508 -1.469 -3.310
C -2.220 -0.740 -4.235
C -2.431 0.625 -3.987
C -1.985 1.220 -2.832
C -1.319 0.469 -1.823
O -1.018 1.029 -0.700
C 2.444 1.567 1.456
C 1.538 2.575 0.745
C 0.282 3.025 1.480
N -0.565 1.867 1.766
C -1.554 1.984 2.568
C -2.389 0.919 3.051
C -3.504 1.280 3.834
C -4.330 0.344 4.399
C -4.029 -1.015 4.198
C -2.944 -1.404 3.458
C -2.074 -0.460 2.841
O -1.065 -0.878 2.165
H 2.329 0.592 4.043
H 0.708 -0.122 3.779
H 0.967 1.610 3.568
H 2.269 -1.463 2.804
H 3.642 -0.489 2.290
H 3.411 -2.361 0.806
H 2.924 -0.961 -0.135
H 0.852 -2.612 1.367
H 1.450 -3.126 -0.223
H 0.073 -2.676 -1.676
H -1.299 -2.518 -3.491
H -2.605 -1.204 -5.133
H -2.971 1.221 -4.714
H -2.177 2.265 -2.628
H 3.161 1.206 0.716
H 3.015 2.052 2.258
H 1.229 2.156 -0.216
H 2.145 3.453 0.512
H -0.263 3.724 0.840
H 0.532 3.552 2.409
H -1.777 2.979 2.966
H -3.703 2.336 3.984
H -5.186 0.640 4.989
H -4.666 -1.772 4.641
H -2.715 -2.452 3.309
S 2.736 1.077 -2.228
C 2.216 -0.103 -3.264
N 1.306 0.233 -4.256
C 0.935 -0.595 -5.243
C 1.438 -1.859 -5.271
C 2.262 -2.212 -4.185
N 2.633 -1.402 -3.227
H 0.924 1.167 -4.189
H 0.237 -0.201 -5.966
H 1.176 -2.560 -6.046
H 2.635 -3.229 -4.108
*
```

The expectation value of S² is 0.82. The calculation puts the max |F| at 0.246 eV/A. The calculation puts the orbital gap (spin up / spin down) at 6.9 / 6.9 eV. The LUMO energy (spin up / spin down) comes out at -0.00388 / -0.00389 Ha. As for the total energy: -3175.3110 Eh.